[1]
A cluster of 2 separate species, C5H13NO in total at a distorted geometry. Source: OMol25; level of theory: the ωB97M-V functional and the def2-TZVPD basis.

Positions of all 20 atoms, in Å:
C 1.221 -1.424 0.992
C 0.062 -1.269 0.025
C -0.413 0.191 -0.121
C 0.688 1.213 -0.564
C 1.107 1.101 -2.857
N 1.469 0.739 -1.648
H 1.724 -2.391 0.969
H 1.749 -0.466 1.018
H 0.815 -1.242 2.016
H 0.195 -1.793 -0.934
H -0.768 -1.918 0.351
H -1.300 0.195 -0.765
H -0.703 0.605 0.863
H 1.349 1.300 0.311
H 0.162 2.189 -0.634
H 1.345 0.647 -3.815
H 0.605 2.123 -3.029
H -3.101 -0.695 2.393
H -3.456 0.774 2.670
O -2.750 0.121 2.760

Energy   -8930.463 eV
Strongest force on any atom   3.4 eV/Å
Spin multiplicity   2
HOMO-LUMO gap (spin up / spin down)   2.3 / 6.0 eV
Molar mass   103.165 g mol⁻¹
<S²>   0.753
Total charge   -1
Highest occupied orbital energy (spin up / spin down)   0.885 / -2.915 eV

---

[2]
A cluster of 2 separate species, C6H16N in total at a distorted geometry. Source: OMol25; level of theory: the ωB97M-V functional and the def2-TZVPD basis.

Positions of all 23 atoms, in Å:
C 0.707 1.864 -2.188
C 0.865 1.151 -0.890
C 0.517 -0.205 -0.830
C -0.765 0.554 -0.232
C -0.736 1.142 1.207
C -0.168 0.151 2.222
N -0.113 -3.336 0.044
H 0.211 1.209 -2.909
H 0.066 2.731 -2.172
H 1.735 2.005 -2.527
H 1.555 1.545 -0.162
H 0.284 -0.745 -1.736
H 0.930 -0.855 -0.071
H -1.409 -0.328 -0.078
H -1.413 1.122 -0.883
H -0.200 2.090 1.240
H -1.748 1.318 1.501
H -0.175 0.577 3.225
H 0.846 -0.205 2.042
H -0.861 -0.693 2.291
H -0.698 -4.155 -0.130
H -0.232 -3.151 1.039
H 0.801 -3.788 -0.002

Energy   -7962.881 eV
Strongest force on any atom   2.5 eV/Å
Spin multiplicity   1
HOMO-LUMO gap   9.4 eV
Molar mass   102.201 g mol⁻¹
Total charge   +1
Highest occupied orbital energy   -14.017 eV

---

[3]
A structure of composition C32H48As2N3O19P2ReS. Source: OMol25; level of theory: the ωB97M-V functional and the def2-TZVPD basis.

Positions of all 108 atoms, in Å:
Re 0.243 0.541 0.939
O 1.735 4.098 -0.265
C 1.049 3.235 0.193
O 1.302 1.932 0.073
C -0.169 3.514 1.027
C -0.598 4.817 1.193
C -1.697 5.050 1.995
C -2.245 3.975 2.677
C -1.711 2.707 2.514
N -0.735 2.456 1.623
C -2.114 1.692 3.555
O -3.092 1.835 4.228
O -1.259 0.662 3.681
H -0.056 5.601 0.682
H -2.089 6.048 2.131
H -3.045 4.098 3.392
C -0.168 -0.876 5.142
C -0.277 0.584 4.804
O -0.666 1.298 5.904
P -2.343 -1.515 1.960
O -3.495 -0.357 1.998
O -2.841 -2.354 0.642
O -1.152 -0.693 1.247
P 1.172 1.368 3.988
O 2.478 0.875 4.764
O 0.957 2.826 4.021
O 1.317 0.625 2.632
H -1.114 -1.210 5.567
H 0.627 -1.018 5.872
H 0.043 -1.454 4.244
H -0.498 2.242 5.756
H -3.950 -0.365 2.851
H -2.958 -3.283 0.875
H 2.789 1.542 5.392
C 5.488 -2.039 -0.587
C 5.801 -0.608 -1.016
C 5.662 0.449 0.077
C 4.251 0.636 0.627
N 3.910 -0.379 1.629
C 2.918 -1.251 1.608
S 1.715 -1.239 0.326
N 2.899 -2.213 2.520
C 1.858 -3.216 2.762
C 2.378 -4.626 2.514
C 2.664 -4.940 1.048
C 1.406 -5.022 0.190
H 5.778 -2.745 -1.364
H 4.422 -2.186 -0.407
H 6.032 -2.310 0.322
H 5.157 -0.332 -1.857
H 6.825 -0.565 -1.394
H 5.977 1.414 -0.325
H 6.349 0.229 0.903
H 3.512 0.586 -0.168
H 4.149 1.613 1.101
H 4.557 -0.444 2.403
H 3.700 -2.273 3.136
H 1.015 -2.983 2.116
H 1.534 -3.107 3.798
H 1.633 -5.327 2.900
H 3.279 -4.778 3.118
H 3.194 -5.894 1.002
H 3.353 -4.195 0.638
H 0.709 -5.758 0.598
H 1.649 -5.327 -0.828
H 0.888 -4.066 0.113
C -3.474 -3.519 -2.474
O -2.048 -3.555 -2.357
C -1.275 -2.495 -2.098
O -0.111 -2.681 -1.834
C -1.859 -1.133 -1.997
C -2.971 -0.659 -2.596
As -3.018 -0.567 -4.569
C -1.604 -1.808 -5.106
C -1.832 1.047 -4.214
C -1.205 1.458 -3.107
As -0.580 0.278 -1.599
C 0.977 -0.145 -2.698
C -0.474 2.776 -3.123
O 0.485 2.990 -3.803
O -0.914 3.715 -2.255
C -2.172 3.532 -1.601
C -1.632 1.726 -5.552
O -0.937 1.153 -6.346
O -2.249 2.858 -5.866
C -3.191 3.459 -4.972
C -3.740 0.515 -2.082
O -4.503 1.151 -2.770
O -3.575 0.734 -0.775
C -4.491 1.697 -0.216
H -3.796 -4.546 -2.319
H -3.778 -3.205 -3.472
H -3.919 -2.869 -1.724
H -2.035 -2.797 -5.251
H -0.758 -1.868 -4.429
H -1.259 -1.426 -6.066
H 0.640 -0.462 -3.682
H 1.597 -0.902 -2.239
H 1.518 0.797 -2.805
H -2.438 4.505 -1.197
H -2.093 2.809 -0.787
H -2.943 3.205 -2.296
H -3.899 3.994 -5.599
H -2.677 4.171 -4.326
H -3.727 2.709 -4.388
H -4.169 1.849 0.807
H -5.499 1.288 -0.236
H -4.474 2.623 -0.785

Energy   -230554.497 eV
Strongest force on any atom   0.5 eV/Å
Spin multiplicity   2
HOMO-LUMO gap (spin up / spin down)   7.0 / 7.1 eV
Molar mass   1208.804 g mol⁻¹
<S²>   0.758
Total charge   +1
Highest occupied orbital energy (spin up / spin down)   -11.038 / -11.036 eV

---

What is the spin multiplicity in the first record? 2